1.
24
Properties=species:S:1:pos:R:3:lowdin_charge:R:1 method="wB97M-V/def2-TZVPD" relative_energy_kcal_mol=95.7 homo_lumo_gap_ha="0.2280 / 0.2334" lumo_ha="-0.171 / -0.161" homo_energy_ev="-10.9 / -10.7" fmax_ev_per_a=4.1 smiles="C=[NH+]C1=NC(OC)=CC=C(N)C1" spin_multiplicity=1 charge=+1
C -0.64848 -1.77828 0.16510 0.048
C -0.40816 -2.08205 -1.17670 -0.057
C -0.58125 -0.76177 1.13998 -0.361
C 0.07664 3.32975 0.56076 0.092
C 0.63218 0.23062 -1.59423 0.040
C 0.23190 -1.24024 -2.03634 -0.297
C 0.13238 0.99846 -0.17168 -0.198
C -0.60709 -0.32934 3.46805 -0.019
N -0.33010 0.50152 0.94570 0.172
N 0.55577 2.29294 -0.05873 0.000
N 0.48835 -1.59568 -3.28117 0.167
O -0.71316 -1.24157 2.35825 -0.008
H -1.19951 -2.72123 0.51502 0.153
H -0.77359 -3.01903 -1.59833 0.126
H 0.63287 4.16083 0.22674 0.078
H -0.75323 3.31166 1.30635 0.123
H 1.69603 0.26766 -1.53861 0.093
H 0.34943 0.91804 -2.45112 0.128
H -0.11127 0.58912 3.22151 0.071
H -0.07554 -0.81960 4.30774 0.120
H -1.46756 0.11467 3.76281 0.058
H 1.06271 -1.08155 -3.90790 0.116
H 1.39602 2.56460 -0.66476 0.200
H 0.41465 -2.60952 -3.49845 0.154

***

2.
19
Properties=species:S:1:pos:R:3:lowdin_charge:R:1 method="wB97M-V/def2-TZVPD" relative_energy_kcal_mol=103.4 homo_lumo_gap_ha=0.3581 lumo_ha=0.010 homo_energy_ev=-9.5 fmax_ev_per_a=4.8 smiles="CC1(C(=O)S(N)(=O)=O)CC1" spin_multiplicity=1
C 0.55322 -0.94330 0.42217 -0.294
C -2.44398 -0.65587 0.10540 -0.063
C -1.70998 -0.25048 -1.15846 -0.129
C -1.07234 -0.01781 0.09885 -0.342
C -0.92497 1.36711 0.68693 -0.047
N 3.28126 -0.93292 -0.17761 -0.061
O 0.84324 -2.04114 0.65338 0.120
O 1.63894 0.87607 -1.22926 -0.280
O 2.19894 0.88316 1.13626 -0.311
S 1.90867 0.11834 -0.03511 0.623
H -3.32540 -0.12143 0.42827 0.106
H -2.54115 -1.68639 0.20575 0.080
H -1.62584 -1.04621 -1.90129 0.116
H -1.99217 0.68791 -1.75152 0.142
H -0.21859 1.55699 1.49585 0.081
H -1.80631 1.72822 1.01349 0.041
H -0.46000 1.94894 -0.15978 0.104
H 3.67912 -1.10664 0.73331 0.059
H 4.01735 -0.36453 -0.56663 0.056

***

3.
88
Properties=species:S:1:pos:R:3:lowdin_charge:R:1 method="wB97M-V/def2-TZVPD" homo_lumo_gap_ha=0.2118 lumo_ha=0.083 homo_energy_ev=-3.5 fmax_ev_per_a=0.1 spin_multiplicity=1 charge=-1
Pb 1.82357 -0.36045 -1.11648 1.160
C 3.91353 3.39852 2.64408 -0.074
C 2.45542 3.01592 2.66019 -0.313
N 1.56546 4.04210 2.86152 0.072
C 0.28619 4.01684 2.84040 -0.149
C -0.63227 2.82195 2.69340 -0.272
C -2.06675 3.29044 2.86761 -0.200
O -2.32682 3.74240 4.19374 -0.047
C 0.70866 1.16077 2.41158 -0.195
C 0.80678 -0.33228 2.41989 -0.073
N 0.66979 -1.10280 1.42364 0.056
C 0.58006 -2.48970 1.66684 -0.337
C -0.61385 -3.00412 2.17065 -0.017
C -0.78281 -4.36586 2.35213 -0.086
C 0.24006 -5.24289 2.02541 -0.100
C 1.43462 -4.74627 1.52678 -0.159
C 1.60311 -3.38109 1.34989 -0.622
I 3.42316 -2.65527 0.64037 1.038
C 2.15873 1.68717 2.36946 -0.369
O 3.01478 0.81236 2.06692 -0.081
H 4.00938 4.44638 2.92904 0.058
H 4.36432 3.26170 1.65476 0.064
H 4.50547 2.78735 3.33219 0.062
H -0.22729 4.96398 3.00227 0.104
H -2.78650 2.51927 2.59454 0.094
H -2.23131 4.15130 2.21479 0.131
H -2.20596 2.98311 4.77533 0.073
H 0.95518 -0.75773 3.41984 0.162
H -1.41597 -2.31053 2.38546 0.104
H -1.72355 -4.74163 2.73432 0.104
H 0.11433 -6.31022 2.15391 0.098
H 2.24280 -5.42048 1.27538 0.088
C -2.43182 0.40641 -3.69729 -0.061
C -3.24361 1.27297 -2.77522 -0.275
C -4.33622 1.97549 -3.26805 -0.059
C -5.09312 2.80770 -2.45365 -0.096
C -4.75657 2.94653 -1.11882 -0.091
C -3.67453 2.24275 -0.60574 -0.080
C -2.91350 1.39954 -1.41098 -0.311
P -1.42937 0.52338 -0.79128 1.108
C -1.38918 0.95415 1.01930 -0.271
C -2.17074 0.26950 1.87205 -0.117
C -2.10152 0.20026 3.32747 -0.087
C -1.17798 0.77433 4.11025 -0.053
C -0.10598 1.69139 3.62918 -0.134
C -0.28170 1.91494 1.43467 -0.291
C 0.29253 2.71383 0.27307 -0.061
C -1.98338 -1.22542 -0.85072 -0.332
C -3.28046 -1.60733 -0.50136 -0.117
C -3.64718 -2.93945 -0.41129 -0.098
C -2.69303 -3.91498 -0.68283 -0.099
C -1.43061 -3.54917 -1.10765 -0.060
C -1.05171 -2.20487 -1.25320 -0.332
C 0.24256 -1.88618 -1.89471 -0.329
H -2.77392 0.50697 -4.72705 0.075
H -2.49854 -0.64595 -3.41300 0.077
H -1.37365 0.67790 -3.65714 0.073
H -4.59218 1.87383 -4.31688 0.104
H -5.93605 3.34796 -2.86643 0.096
H -5.33108 3.59660 -0.47073 0.099
H -3.42229 2.34290 0.44182 0.081
H -2.90745 -0.39855 1.44958 0.078
H -2.84504 -0.43488 3.79898 0.104
H -1.22359 0.57727 5.17761 0.110
H 0.51587 2.04556 4.45042 0.155
H 0.86038 3.56185 0.64631 0.077
H -0.51352 3.09699 -0.36187 0.081
H 0.95524 2.12403 -0.35292 -0.017
H -4.01735 -0.83713 -0.29784 0.104
H -4.65693 -3.21154 -0.13018 0.093
H -2.94566 -4.96518 -0.59286 0.098
H -0.71033 -4.31559 -1.37131 0.111
H 0.06441 -1.32412 -2.82160 0.029
H 0.79028 -2.78599 -2.17556 0.038
C 4.73198 0.64326 -4.18054 -0.183
Si 4.36670 -1.13008 -3.65355 0.192
C 4.09907 -2.14871 -5.21591 -0.183
C 5.90260 -1.79120 -2.78239 -0.185
O 3.07723 -1.22210 -2.70177 -0.618
H 5.61822 0.70108 -4.81938 0.020
H 4.90690 1.27763 -3.30754 0.024
H 3.89092 1.06629 -4.73604 0.021
H 4.96155 -2.10780 -5.88778 0.019
H 3.22582 -1.78439 -5.76258 0.020
H 3.91758 -3.19535 -4.95951 0.020
H 6.79622 -1.70932 -3.40803 0.020
H 5.77378 -2.84409 -2.51754 0.019
H 6.08761 -1.23412 -1.85983 0.023

***

4.
84
Properties=species:S:1:pos:R:3:lowdin_charge:R:1 method="wB97M-V/def2-TZVPD" homo_lumo_gap_ha="0.2906 / 0.2094" lumo_ha="-0.207 / -0.294" homo_energy_ev="-13.5 / -13.7" fmax_ev_per_a=0.8 spin_multiplicity=5 charge=+2 s2=6.061
Pd 1.37161 -0.08465 -0.13749 0.935
O -0.10928 1.79990 -0.07952 -0.430
P -1.61575 1.78052 -0.08165 0.757
C -2.19813 0.51831 1.12552 -0.263
P -1.60427 -1.10529 0.50027 0.777
O -0.59696 -0.89929 -0.61329 -0.459
C -3.00724 -2.01991 -0.12333 -0.300
C -2.99336 -2.41269 -1.45842 -0.067
C -4.07198 -3.11203 -1.97560 -0.050
C -5.15266 -3.42139 -1.16119 -0.044
C -5.16984 -3.01779 0.16887 -0.053
C -4.09982 -2.31347 0.69347 -0.085
C -0.83592 -1.92938 1.91804 -0.286
C 0.20612 -1.27254 2.57630 -0.112
C 0.87271 -1.89976 3.61654 -0.056
C 0.48010 -3.16912 4.02318 -0.048
C -0.58077 -3.80744 3.39784 -0.046
C -1.23506 -3.19357 2.33760 -0.064
C -2.29527 3.37345 0.40316 -0.282
C -3.16607 3.54635 1.47276 -0.073
C -3.63729 4.81712 1.76898 -0.059
C -3.24153 5.90411 1.00377 -0.051
C -2.37287 5.72981 -0.06692 -0.056
C -1.90389 4.46444 -0.37264 -0.071
C -2.34138 1.40113 -1.68684 -0.299
C -3.72141 1.27302 -1.81600 -0.070
C -4.27203 0.99280 -3.05641 -0.058
C -3.44609 0.85426 -4.16312 -0.055
C -2.06860 0.98964 -4.03557 -0.057
C -1.51390 1.26898 -2.79721 -0.077
H -3.28077 0.50061 1.25238 0.074
H -1.72920 0.74944 2.08298 0.079
H -2.14840 -2.15346 -2.08471 0.104
H -4.06504 -3.41308 -3.01466 0.116
H -5.99122 -3.97595 -1.56072 0.118
H -6.01834 -3.25531 0.79638 0.117
H -4.11202 -1.99660 1.73099 0.118
H 0.44417 -0.23445 2.34756 0.091
H 1.67376 -1.38477 4.13103 0.117
H 0.99149 -3.65376 4.84413 0.118
H -0.90379 -4.78266 3.73649 0.119
H -2.04567 -3.70237 1.83076 0.108
H -3.47813 2.70712 2.08231 0.100
H -4.31757 4.95645 2.59841 0.115
H -3.60923 6.89219 1.24564 0.117
H -2.07018 6.57846 -0.66530 0.115
H -1.23098 4.31444 -1.20961 0.114
H -4.36377 1.40012 -0.95072 0.116
H -5.34419 0.89296 -3.16150 0.116
H -3.87938 0.65686 -5.13496 0.115
H -1.43230 0.88406 -4.90440 0.113
H -0.44255 1.36859 -2.67680 0.086
C 0.67268 -3.49033 -1.40005 -0.014
C 2.08301 -3.38033 -0.92893 -0.261
C 2.92073 -4.50882 -1.00068 0.029
C 4.23862 -4.41794 -0.65402 0.014
C 4.74927 -3.18497 -0.21586 -0.169
C 6.12845 -2.94362 0.08094 -0.570
Br 7.39045 -4.30828 -0.12599 0.935
C 6.56862 -1.69951 0.51002 -0.139
C 5.66470 -0.68443 0.72046 -0.558
Br 6.23108 1.00168 1.30041 0.914
C 4.26097 -0.85522 0.47386 -0.367
O 3.43614 0.05199 0.70794 -0.135
C 3.83267 -2.12863 -0.08878 -0.128
N 2.53610 -2.22255 -0.44830 0.133
H 0.53683 -4.37965 -2.01084 0.096
H 0.38769 -2.60649 -1.96287 0.072
H 0.00831 -3.56344 -0.53729 0.082
H 2.51240 -5.44288 -1.35946 0.131
H 4.88852 -5.27993 -0.71716 0.098
H 7.62167 -1.53087 0.68763 0.115
F 4.76696 6.03768 1.57934 0.210
C 4.28513 5.02571 0.91668 -0.102
C 4.65757 4.81314 -0.40754 -0.130
F 5.50982 5.63350 -0.98837 0.173
C 4.12923 3.74756 -1.10123 -0.238
F 4.50505 3.55267 -2.34677 0.129
C 3.20369 2.85090 -0.51860 -0.466
S 2.56531 1.63018 -1.54298 0.952
C 2.87495 3.08878 0.83774 -0.232
F 2.05099 2.30963 1.50412 0.102
C 3.39791 4.14715 1.53864 -0.131
F 3.05865 4.33288 2.80115 0.168

***

5.
9
Properties=species:S:1:pos:R:3:lowdin_charge:R:1 method="wB97M-V/def2-TZVPD" relative_energy_kcal_mol=60.7 homo_lumo_gap_ha=0.3066 lumo_ha=-0.276 homo_energy_ev=-15.8 fmax_ev_per_a=3.9 spin_multiplicity=1 charge=+1
C 0.08500 0.08216 -1.76602 -0.051
C -0.32705 -1.02766 -0.30286 0.138
N -0.32276 -1.05445 -1.89019 0.286
N 0.41520 0.97873 -0.93007 0.216
N -0.00233 0.21427 0.09455 -0.187
N 0.39662 0.65480 1.28354 0.199
H -0.63111 -1.85459 0.23844 0.133
H 0.49488 1.64882 1.20016 0.138
H -0.10845 0.35791 2.07244 0.129